{
  "formula": "C7H15ClN3O4S",
  "method": "ωB97M-V with the def2-TZVPD basis set",
  "total_charge": 1,
  "homo_lumo_gap_ev": 9.96,
  "e_tot_ha": -1599.07183,
  "e_lumo_ev": -4.3,
  "homo_ev": -14.277,
  "relative_energy_kj_mol": 0.0,
  "smiles": "N/C(NCCCCS(=O)(=O)O)=[NH+]/CC(=O)Cl",
  "symbols": ["N", "C", "N", "C", "C", "C", "C", "S", "O", "O", "O", "N", "C", "C", "O", "Cl", "H", "H", "H", "H", "H", "H", "H", "H", "H", "H", "H", "H", "H", "H", "H"],
  "coordinates": [[-2.002, -1.182, 0.208], [-1.301, -1.083, -1.004], [-0.268, -1.928, -1.223], [1.062, -1.678, -0.576], [1.080, -1.707, 0.965], [1.685, -0.421, 1.569], [0.640, 0.421, 2.307], [0.911, 2.185, 2.240], [1.772, 2.460, 1.138], [-0.366, 2.819, 2.361], [1.734, 2.480, 3.561], [-1.669, -0.211, -1.906], [-1.007, 0.025, -3.196], [-1.788, 1.081, -3.973], [-2.357, 0.877, -4.981], [-1.761, 2.633, -3.162], [-2.098, -0.270, 0.653], [-2.953, -1.508, 0.040], [-0.160, -2.116, -2.214], [1.710, -2.462, -0.964], [1.458, -0.727, -0.943], [1.662, -2.572, 1.280], [0.076, -1.875, 1.353], [2.504, -0.650, 2.249], [2.111, 0.191, 0.773], [-0.361, 0.306, 1.888], [0.582, 0.130, 3.356], [1.139, 2.875, 4.218], [-2.489, 0.354, -1.710], [-0.949, -0.886, -3.793], [0.001, 0.402, -3.005]],
  "atomic_forces_ev_per_a": [[0.1, 0.8, 0.1], [0.2, -0.3, 0.2], [-0.4, 0.3, -0.5], [0.1, -0.5, 0.4], [0.1, 0.0, 0.1], [-0.1, 0.1, -0.1], [0.1, -0.3, 0.1], [0.0, -0.1, -0.1], [-0.1, 0.1, 0.0], [-0.1, 0.0, 0.0], [0.0, 0.0, 0.0], [-0.3, 0.0, -0.3], [0.3, 0.1, 0.2], [0.1, -0.2, 0.2], [-0.1, 0.0, -0.2], [-0.1, 0.1, 0.1], [0.0, 0.0, 0.0], [0.2, -0.4, 0.1], [0.3, 0.1, 0.0], [-0.1, 0.0, -0.1], [-0.2, 0.0, 0.0], [0.0, 0.0, 0.0], [0.0, 0.0, -0.1], [0.0, 0.0, 0.0], [0.1, 0.0, 0.1], [0.1, 0.0, 0.0], [-0.1, 0.1, 0.0], [0.1, 0.0, 0.0], [0.0, -0.1, 0.0], [-0.2, 0.0, 0.0], [0.0, 0.0, -0.1]],
  "mulliken_charge": [-0.5107, 0.2808, -0.2362, -0.6716, -0.8421, -0.8129, -0.4605, 1.2415, -0.6064, -0.6449, -0.4893, -0.1131, -0.4787, 0.2585, -0.3557, -0.1214, 0.2362, 0.3428, 0.3298, 0.4150, 0.3447, 0.4022, 0.6293, 0.4452, 0.4794, 0.0458, 0.4020, 0.3741, 0.3479, 0.4182, 0.3500]
}